No. 1
{
  "formula": "C24H49AsBCsF6NO10PtS5",
  "method": "wB97M-V/def2-TZVPD",
  "lumo_energy_ha": [-0.088, -0.159],
  "multiplicity": 3,
  "orbital_gap_ha": [0.2901, 0.2187],
  "s_squared": 2.003,
  "charge": 1,
  "homo_energy_ev": [-10.28, -10.28],
  "total_energy_ha": -6740.96678,
  "elements": ["Cs", "Pt", "B", "H", "H", "H", "H", "As", "F", "F", "F", "F", "F", "F", "C", "C", "C", "S", "O", "O", "C", "H", "H", "H", "H", "H", "H", "H", "H", "C", "C", "C", "S", "O", "O", "C", "H", "H", "H", "H", "H", "H", "H", "H", "C", "C", "C", "S", "O", "O", "C", "H", "H", "H", "H", "H", "H", "H", "H", "C", "C", "C", "S", "O", "O", "C", "H", "H", "H", "H", "H", "H", "H", "H", "C", "C", "C", "S", "O", "O", "C", "H", "H", "H", "H", "H", "H", "H", "H", "N", "C", "C", "C", "C", "H", "H", "H", "H", "H"],
  "positions_angstrom": [[9.94038, 17.49182, -9.27704], [6.41151, 15.60820, -5.94808], [8.58402, 15.88306, -6.37833], [8.12755, 16.39850, -7.28487], [8.20008, 14.79691, -6.38568], [9.71523, 15.87153, -6.47441], [8.27079, 16.43055, -5.41807], [6.34812, 14.92858, -9.95636], [5.07464, 16.09312, -10.19906], [6.46984, 14.60768, -11.65279], [7.60354, 13.79010, -9.51785], [6.27217, 15.33403, -8.21121], [5.15285, 13.68277, -9.69416], [7.62187, 16.17348, -10.16690], [5.80385, 9.58665, -5.84241], [5.71436, 9.77734, -7.37942], [5.93686, 11.20383, -7.75834], [5.34930, 12.19549, -6.38474], [3.90827, 12.35178, -6.44101], [6.19492, 13.39868, -6.23570], [5.71891, 10.93910, -5.13990], [6.73415, 9.08973, -5.55919], [5.07038, 8.91731, -5.39265], [4.68930, 9.49242, -7.63750], [6.34536, 9.09859, -7.94846], [5.52556, 11.52067, -8.71403], [7.00596, 11.44724, -7.79615], [4.93457, 11.11007, -4.40304], [6.65506, 11.20650, -4.64858], [10.05533, 14.68846, -1.62771], [8.85547, 15.42098, -0.99475], [7.59932, 14.64332, -1.36385], [7.90530, 13.85488, -2.99029], [7.17845, 14.54726, -4.06287], [7.69265, 12.43371, -2.78640], [9.67082, 14.23756, -3.03784], [10.22269, 13.75672, -1.06917], [11.02155, 15.17557, -1.51670], [8.87650, 16.42484, -1.41987], [8.89517, 15.46957, 0.09060], [6.65175, 15.17580, -1.38911], [7.51157, 13.81109, -0.66566], [9.75383, 15.06834, -3.74550], [10.18261, 13.36278, -3.43365], [3.70683, 20.11224, -8.63579], [4.07777, 20.53795, -7.21380], [5.55484, 20.35874, -7.03003], [5.89971, 18.73485, -7.77427], [5.71639, 17.72159, -6.73639], [7.13163, 18.79049, -8.54940], [4.45684, 18.78809, -8.90052], [4.01089, 20.81132, -9.41624], [2.64051, 19.96585, -8.79285], [3.53755, 19.87176, -6.53505], [3.77058, 21.55010, -6.95208], [6.02088, 20.53872, -6.05694], [6.18123, 21.10448, -7.53913], [3.86016, 17.88907, -8.74360], [4.84022, 18.65540, -9.91061], [11.03672, 19.73459, -4.45336], [10.23673, 21.03227, -4.45963], [9.01215, 20.85533, -3.53262], [8.75078, 19.04138, -3.39802], [7.46443, 18.64643, -3.91560], [9.12415, 18.62225, -2.05945], [10.09462, 18.55078, -4.51549], [11.59496, 19.68305, -3.50992], [11.83555, 19.71103, -5.19597], [9.86055, 21.17209, -5.47720], [10.83869, 21.89937, -4.20386], [8.08791, 21.20471, -3.98358], [9.16770, 21.18858, -2.51096], [9.70570, 18.41742, -5.52394], [10.49862, 17.59441, -4.19254], [14.54634, 14.65327, -5.59935], [13.12646, 14.24209, -5.14217], [12.14258, 14.92357, -6.07440], [12.93081, 15.08761, -7.67625], [12.91255, 16.50960, -7.98484], [12.34141, 14.21558, -8.66503], [14.54635, 14.44695, -7.10294], [15.30401, 14.07809, -5.07659], [14.69861, 15.72804, -5.47094], [12.93763, 14.52908, -4.10583], [12.95613, 13.16231, -5.12601], [11.92084, 15.92662, -5.71485], [11.21946, 14.40376, -6.32780], [15.30020, 14.90594, -7.73894], [14.49862, 13.37782, -7.32348], [10.76110, 11.91034, -7.81480], [9.79802, 12.14381, -6.85751], [10.00940, 11.30642, -5.80502], [11.11010, 10.47329, -6.14527], [11.51392, 10.84146, -7.40981], [10.83352, 12.52713, -8.60739], [9.15817, 13.01314, -6.89444], [9.45615, 11.27951, -4.87805], [11.59303, 9.65280, -5.63906], [12.30743, 10.59309, -8.09896]],
  "lowdin_charge": [1.066, 1.288, -0.581, -0.085, -0.017, -0.013, -0.031, 0.823, -0.229, -0.222, -0.243, -0.360, -0.232, -0.420, -0.181, -0.198, -0.223, 0.755, -0.290, -0.460, -0.204, 0.113, 0.116, 0.121, 0.123, 0.106, 0.101, 0.112, 0.074, -0.196, -0.193, -0.187, 0.755, -0.443, -0.311, -0.201, 0.120, 0.118, 0.083, 0.125, 0.111, 0.107, 0.089, 0.100, -0.184, -0.219, -0.220, 0.748, -0.413, -0.409, -0.193, 0.119, 0.121, 0.126, 0.125, 0.106, 0.115, 0.107, 0.102, -0.231, -0.197, -0.180, 0.689, -0.331, -0.326, -0.222, 0.123, 0.120, 0.113, 0.119, 0.090, 0.105, 0.093, 0.097, -0.191, -0.199, -0.242, 0.674, -0.394, -0.326, -0.203, 0.122, 0.121, 0.111, 0.118, 0.092, 0.068, 0.111, 0.110, 0.028, -0.149, -0.112, -0.100, -0.126, 0.125, 0.092, 0.083, 0.092, 0.114]
}

No. 2
{
  "formula": "C24H49N2S5SiTi",
  "method": "wB97M-V/def2-TZVPD",
  "lumo_energy_ha": [-0.129, -0.129],
  "orbital_gap_ha": [0.2447, 0.2448],
  "charge": 1,
  "homo_energy_ev": [-10.16, -10.16],
  "total_energy_ha": -4183.11149,
  "elements": ["Ti", "C", "C", "S", "C", "C", "S", "C", "C", "S", "C", "C", "S", "H", "H", "H", "H", "H", "H", "H", "H", "H", "H", "H", "H", "H", "H", "H", "H", "C", "N", "C", "C", "N", "C", "S", "H", "H", "H", "H", "H", "H", "C", "C", "C", "C", "Si", "C", "C", "C", "C", "C", "C", "C", "C", "H", "H", "H", "H", "H", "H", "H", "H", "H", "H", "H", "H", "H", "H", "H", "H", "H", "H", "H", "H", "H", "H", "H", "H", "H", "H", "H"],
  "positions_angstrom": [[0.15953, 0.69063, -0.38877], [0.63973, 2.09791, -3.43353], [1.45875, 3.15466, -2.71692], [1.69252, 2.82057, -0.94235], [3.33159, 2.04052, -0.83591], [3.28871, 0.53461, -0.98381], [2.16268, -0.22527, 0.24464], [1.84907, -3.70039, 0.30260], [0.74840, -4.15238, -0.27416], [-1.13550, -1.10289, -0.99937], [-2.27847, -0.50346, -2.28990], [-1.56280, 0.35475, -3.31205], [-0.88566, 1.83114, -2.48568], [1.16740, 1.14715, -3.51984], [0.37116, 2.43705, -4.43468], [0.96812, 4.12687, -2.76132], [2.44117, 3.25908, -3.17618], [3.69964, 2.32625, 0.14960], [3.97236, 2.51325, -1.58243], [4.27892, 0.12045, -0.78795], [3.00742, 0.22380, -1.98964], [1.86890, -3.40386, 1.34389], [2.78005, -3.60347, -0.24114], [-0.18363, -4.24211, 0.26977], [0.73144, -4.43879, -1.31939], [-3.11432, 0.01846, -1.82371], [-2.68572, -1.38231, -2.79061], [-2.22712, 0.67776, -4.11395], [-0.70641, -0.18707, -3.71904], [3.27043, -4.30029, -3.10623], [2.21392, -4.15730, -4.09260], [1.73744, -5.18249, -4.89489], [0.78136, -4.66257, -5.68677], [0.69130, -3.32383, -5.35631], [1.56924, -3.00168, -4.37727], [1.79838, -1.48538, -3.67036], [4.22400, -4.47574, -3.60195], [3.04022, -5.12960, -2.43992], [3.31839, -3.37376, -2.54080], [2.12452, -6.18264, -4.82534], [0.17191, -5.11412, -6.44702], [0.07731, -2.64410, -5.76686], [-3.56587, -0.11444, 1.57579], [-2.86449, 1.24993, 1.68095], [-3.13566, 1.97321, 0.35337], [-3.57930, 2.03346, 2.79662], [-0.95731, 1.08390, 2.00460], [-0.54434, -0.39000, 3.17246], [-0.62929, -1.72635, 2.41893], [-1.51804, -0.44534, 4.36293], [0.87175, -0.29230, 3.75962], [-0.18668, 2.75309, 2.62974], [-0.54128, 3.04868, 4.09886], [-0.69350, 3.93377, 1.78576], [1.35154, 2.75838, 2.56092], [-4.59659, 0.05289, 1.24672], [-3.62133, -0.63530, 2.53017], [-3.09060, -0.78158, 0.85687], [-4.21537, 2.02083, 0.17706], [-2.70749, 1.42321, -0.48841], [-2.75542, 2.99168, 0.31693], [-4.66000, 1.96458, 2.63609], [-3.32469, 3.09247, 2.79193], [-3.37533, 1.63981, 3.79205], [-1.62796, -1.93794, 2.03827], [-0.35323, -2.53714, 3.10159], [0.06372, -1.77710, 1.57401], [-2.54366, -0.65435, 4.06535], [-1.51843, 0.47415, 4.94901], [-1.20607, -1.25365, 5.03200], [1.64789, -0.19499, 2.99944], [1.07542, -1.20798, 4.32312], [0.97322, 0.53774, 4.45781], [-1.60995, 3.16071, 4.26909], [-0.06360, 3.98858, 4.39513], [-0.16969, 2.27819, 4.77365], [-1.74246, 4.15518, 1.97605], [-0.58092, 3.78093, 0.70768], [-0.12297, 4.83229, 2.03922], [1.80146, 2.13788, 3.33240], [1.70921, 3.78113, 2.71285], [1.75096, 2.40242, 1.61152]],
  "lowdin_charge": [0.178, -0.478, -0.473, 0.877, -0.483, -0.587, 0.602, -0.101, -0.080, 0.598, -0.593, -0.486, 0.879, 0.021, 0.102, 0.085, 0.097, 0.082, 0.093, 0.081, 0.000, 0.044, 0.033, 0.049, 0.038, 0.059, 0.080, 0.094, 0.024, -0.028, -0.122, -0.044, -0.063, 0.064, -0.780, 0.632, 0.101, 0.096, 0.044, 0.128, 0.119, 0.148, -0.103, -0.608, -0.110, -0.084, 0.829, -0.614, -0.122, -0.081, -0.101, -0.611, -0.080, -0.103, -0.112, 0.092, 0.066, 0.029, 0.098, 0.000, 0.068, 0.093, 0.066, 0.073, 0.063, 0.095, 0.012, 0.060, 0.073, 0.095, 0.037, 0.092, 0.066, 0.068, 0.095, 0.065, 0.067, 0.047, 0.092, 0.070, 0.093, -0.008]
}